Entry 1:
Density functional theory data (ωB97M-V with the def2-TZVPD basis set) for C34H39ClIN4O4OsSSi as an isolated structure.

Last column: Mulliken charge in e.
Geometry (Å):
1 H 0.999 -1.253 -3.778  0.3632
2 N 0.438 -2.196 -0.925  0.8284
3 H 0.317 0.695 -2.651  0.3849
4 C 4.301 -1.140 1.620  -0.9464
5 C -0.882 -0.316 2.658  0.0270
6 C 2.355 0.223 1.470  0.0922
7 C 2.166 -3.841 -1.132  -0.4413
8 Os -0.086 -0.382 -0.137  0.3530
9 H -2.413 4.201 2.074  0.3232
10 H -3.576 -0.885 -1.130  0.5518
11 C 2.976 -2.043 -3.486  -0.4075
12 H -2.770 2.717 -2.624  0.2526
13 H -4.433 2.256 -1.636  0.3526
14 H 0.517 3.105 -0.342  0.0749
15 H 1.803 1.128 1.683  0.0724
16 H -5.163 2.398 -0.036  0.3669
17 N -0.888 -1.197 1.608  0.4302
18 C 3.626 0.021 1.966  -1.0679
19 C -0.316 1.901 3.368  0.3625
20 C 1.948 -1.141 -3.262  -0.8619
21 H -1.108 -3.133 0.993  0.5094
22 O 4.806 -4.054 -1.516  -0.7041
23 H -2.376 5.285 0.028  0.3557
24 H -1.230 1.907 -2.444  -0.2533
25 H -2.788 0.381 -2.082  0.4655
26 H -1.394 -2.486 5.218  0.5023
27 C -2.472 4.738 -0.910  -1.9972
28 H -1.953 -0.464 -0.754  -0.1902
29 C -0.997 -0.757 3.986  0.2864
30 C -2.918 -0.013 -1.077  -0.9497
31 C 3.344 0.066 -1.715  -0.4048
32 H -2.957 2.680 2.789  0.4405
33 H -3.205 -0.317 1.652  0.4151
34 C -3.465 1.015 -0.085  2.4900
35 C -1.275 -2.124 4.206  -1.0088
36 N 0.932 0.575 -1.852  -0.2523
37 O 5.009 -4.067 -3.941  -0.7105
38 H -0.513 -4.601 -3.051  0.4965
39 H 1.776 -5.454 -2.482  0.4886
40 C -0.120 3.907 -0.719  -1.4891
41 H 5.310 -1.319 1.966  0.5110
42 O -0.773 1.428 1.020  0.2228
43 Si -2.195 2.329 0.438  -1.1393
44 H -4.394 0.964 1.902  0.2874
45 C -0.386 1.465 4.713  -0.3917
46 C 1.387 -4.553 -2.027  -1.0798
47 C -0.673 1.056 2.353  -0.4147
48 H -1.295 3.549 -3.083  0.6357
49 H -3.958 3.509 1.606  0.3561
50 I 0.501 3.777 3.020  0.1258
51 C 2.401 -1.800 0.334  0.5892
52 C -0.771 0.195 5.017  0.2987
53 C -2.925 3.265 1.869  -1.4817
54 H -1.573 -4.021 3.269  0.4711
55 C 4.153 -1.949 -2.759  -0.2756
56 H 5.326 -0.743 -1.447  0.6331
57 S 5.285 -3.350 -2.717  1.2853
58 Cl -0.909 -0.284 6.666  -0.2209
59 C 2.115 -0.135 -2.325  -0.0121
60 N 1.747 -0.670 0.677  1.1219
61 C -1.728 2.868 -2.346  -1.2036
62 H -4.779 -0.409 0.874  0.5765
63 H -0.056 4.718 0.007  0.3600
64 H -3.529 4.505 -1.061  0.3510
65 C -0.311 -2.896 -1.789  -0.7558
66 C -1.584 3.478 -0.944  2.5496
67 H 4.078 0.775 2.595  0.5278
68 H 0.307 4.277 -1.655  0.4491
69 H 3.187 -4.141 -0.927  0.8784
70 C 1.659 -2.669 -0.593  0.4484
71 H -5.427 0.953 -0.997  0.5120
72 C -1.367 -2.969 3.138  -1.3212
73 H -2.170 5.413 -1.716  0.5344
74 C -4.681 1.707 -0.729  -1.9103
75 H 3.485 0.894 -1.027  0.5517
76 H 4.220 -2.930 0.437  0.6790
77 C 0.125 -4.078 -2.352  -0.6919
78 O 6.595 -2.767 -2.562  -0.7014
79 C -1.127 -2.471 1.849  -0.2645
80 H -0.137 2.155 5.507  0.5175
81 C -3.978 0.277 1.165  -1.8634
82 H 1.193 1.512 -1.554  0.2527
83 C 4.365 -0.848 -1.936  -1.0132
84 C 3.683 -2.060 0.793  -0.6548
85 H 2.864 -2.862 -4.186  0.6686
86 H -1.278 -2.474 -2.032  0.4006

Net charge: +1
Multiplicity: 1
E_HOMO in eV: -10.369

=====

Entry 2:
Density functional theory data (ωB97M-V with the def2-TZVPD basis set) for C34H39ClN4O2P2V as an isolated structure in a non-equilibrium geometry.

Last column: Mulliken spin population.
Geometry (Å):
1 H 4.608 -3.863 -1.861  0.0009
2 C -0.006 1.201 3.728  0.0353
3 H 2.107 -2.800 -2.090  0.0009
4 C -5.120 -0.002 -4.982  0.0000
5 H -3.000 0.881 -6.734  0.0000
6 C 4.743 -1.098 7.128  -0.0004
7 O 1.674 -1.638 3.476  -0.0058
8 H -5.210 -1.797 -6.123  0.0000
9 H -4.832 1.915 2.102  0.0002
10 H 0.419 3.435 3.330  0.0012
11 C -1.420 -0.270 -5.760  -0.0004
12 H -1.781 3.871 -0.325  -0.0003
13 H 0.950 -0.049 -2.207  0.0019
14 H -2.407 0.673 2.371  0.0081
15 H 2.187 0.785 -1.226  -0.0037
16 H 1.949 5.649 3.169  -0.0004
17 H 0.252 -1.783 -2.698  -0.0005
18 N 2.592 -1.830 -0.231  0.0153
19 H -1.315 -2.188 -4.710  -0.0001
20 V 0.708 -0.105 2.108  2.6980
21 N -0.017 -2.052 -0.579  0.0051
22 C 3.147 -2.946 7.142  -0.0009
23 H -1.646 1.818 -6.121  0.0000
24 C -4.429 -1.061 -5.877  0.0002
25 H 2.871 5.745 0.598  0.0002
26 H -4.428 3.981 0.385  0.0002
27 H 0.744 1.774 4.303  0.0070
28 P 1.159 -0.891 0.083  0.1064
29 H 0.416 2.457 -1.334  -0.0014
30 C -2.033 -1.500 -5.170  0.0003
31 H -0.877 1.234 -1.232  0.0124
32 C 2.692 -2.556 5.876  0.0028
33 C -1.550 -2.922 -1.989  0.0044
34 H -0.149 0.211 4.206  -0.0426
35 H -0.539 -0.003 -5.157  -0.0001
36 N 0.839 3.217 1.223  0.0380
37 C -0.369 -2.192 -1.911  -0.0030
38 N -1.726 2.193 1.020  -0.0113
39 C 2.205 5.010 1.020  0.0046
40 C -3.322 -1.844 -5.228  -0.0001
41 H -3.654 -2.816 -4.828  0.0000
42 C 4.181 -2.224 7.764  0.0009
43 H -4.688 1.339 -3.299  0.0000
44 C -1.901 -3.297 -0.655  0.0212
45 H -4.124 -0.606 -6.827  0.0000
46 H 5.521 -0.528 7.638  0.0000
47 H 3.731 -1.190 1.478  -0.0012
48 H 1.838 3.545 -0.645  0.0010
49 C 2.848 -2.654 -1.322  0.0090
50 H 4.662 0.173 5.361  0.0009
51 C -2.677 1.540 1.794  0.0172
52 C 1.153 0.389 -1.222  -0.0074
53 H -2.763 -3.877 -0.370  0.0003
54 H -5.749 -0.530 -4.249  0.0000
55 C -4.238 0.953 -4.224  0.0001
56 C -3.039 1.391 -4.620  -0.0002
57 C -2.343 3.244 0.350  -0.0014
58 C 3.248 -1.435 5.259  -0.0119
59 H 1.894 -3.107 5.371  0.0015
60 C -3.901 2.185 1.629  0.0135
61 O 3.157 0.083 3.382  0.0087
62 H -1.032 -0.490 -6.769  0.0000
63 H -0.820 -2.815 1.265  -0.0185
64 C -3.690 3.270 0.720  0.0023
65 H -2.100 -3.116 -2.897  0.0024
66 C 2.664 -0.948 3.936  0.0088
67 C 4.130 -3.180 -1.180  -0.0003
68 C 3.719 -1.813 0.592  0.0512
69 C 4.674 -2.646 0.034  0.0075
70 H 5.647 -2.856 0.448  0.0001
71 Cl 4.760 -2.718 9.312  0.0001
72 P -0.015 1.660 0.925  0.0226
73 C 0.903 3.849 2.464  0.0039
74 H -0.962 1.741 3.640  0.0144
75 C -0.941 -2.754 0.192  0.0343
76 C 0.135 1.499 -0.878  -0.0493
77 H -2.510 2.154 -4.033  -0.0001
78 H 2.688 -3.790 7.659  0.0001
79 H -5.822 0.556 -5.626  0.0000
80 C 1.668 3.908 0.353  -0.0061
81 C 1.723 4.965 2.362  0.0022
82 C 4.264 -0.701 5.871  -0.0004
83 C -2.323 0.985 -5.878  0.0001

Net charge: 0
Multiplicity: 4
E_HOMO (alpha / beta) in eV: -8.256 / -8.557